The following is a quantum chemistry calculation of a cluster of 2 separate species, C2HFI2 in total, from the Open Molecules 2025 dataset.

Atoms and positions in Å:
C 1.93 -1.42 0.48
C 1.11 -0.57 0.61
F 0.22 0.38 0.73
H 2.69 -2.27 0.46
I -3.23 3.21 -0.71
I -2.72 0.67 -1.57

Summary:
HOMO-LUMO gap	7.52	eV
total charge	0
SMILES string	C#CF.II

Calculated atomic charges, method natural (NBO), unit e:
1 C -0.406
2 C 0.405
3 F -0.266
4 H 0.265
5 I 0.000
6 I 0.002